Computed, not measured: a structure of composition C18H26Cl2Cu2N3O, with the ωB97M-V functional and the def2-TZVPD basis.

Kohn-Sham gap, eV: 6.203
LUMO energy, eV: -11.093
Charge: +3

The geometry in XYZ format:
```
52
C18H26Cl2Cu2N3O | the Open Molecules 2025 dataset | the ωB97M-V functional and the def2-TZVPD basis
C 12.0348 -16.1089 1.0707
N 11.7557 -15.2854 -0.1542
C 11.0009 -15.8644 -1.1528
C 10.7108 -15.0454 -2.2604
C 11.2580 -13.7412 -2.3170
C 12.1237 -13.2374 -1.3325
C 12.1035 -13.9959 -0.1379
C 11.1309 -13.0184 -3.6601
C 12.2456 -12.5132 -4.3273
C 12.1463 -12.0209 -5.5851
N 10.9194 -11.9603 -6.2230
C 9.8023 -12.4982 -5.6539
C 9.9307 -13.0521 -4.3736
C 10.7826 -11.5310 -7.5894
H 13.1041 -16.3150 1.1184
H 11.5165 -17.0648 0.9946
H 11.7254 -15.5255 1.9379
H 10.9437 -16.9262 -1.3416
H 10.0778 -15.3780 -3.0698
H 12.4359 -12.2038 -1.3576
H 12.3792 -13.6695 0.8540
H 13.1790 -12.4224 -3.7917
H 13.0701 -11.7559 -6.0777
H 8.9341 -12.5858 -6.2902
H 9.0482 -13.4534 -3.8975
H 11.6710 -10.9470 -7.8299
H 9.8749 -10.9275 -7.5956
H 10.6030 -12.3698 -8.2619
Cu 15.2218 -9.2661 -5.2154
Cu 15.0085 -10.2481 -8.0002
O 13.5641 -9.1413 -6.7837
H 12.7425 -8.6539 -6.5788
Cl 9.0640 -8.6851 -4.6256
C 10.8627 -8.7384 -4.3480
C 11.2492 -8.7448 -2.8724
Cl 10.5788 -10.0667 -1.9443
H 11.2324 -7.8088 -4.7809
H 11.3392 -9.5564 -4.8883
H 10.8414 -7.8779 -2.3525
H 12.3019 -8.7858 -2.5928
C 13.2975 -8.2869 -11.5449
C 11.7957 -8.3684 -11.3285
C 11.3493 -9.1746 -10.1838
C 9.9272 -9.3350 -10.0598
N 8.7656 -9.4245 -9.9031
H 13.7913 -9.2311 -11.3151
H 13.6812 -7.5118 -10.8815
H 13.2913 -8.1606 -12.6276
H 11.2475 -8.8016 -12.1652
H 11.6440 -7.2929 -11.4192
H 11.6528 -8.7139 -9.2437
H 11.8112 -10.1618 -10.1807
```

=====

Computed, not measured: a structure of composition C18H26ClIrNO3PTe, with the ωB97M-V functional and the def2-TZVPD basis.

Kohn-Sham gap, eV: 6.624
LUMO energy, eV: -7.216
Charge: +2

The geometry in XYZ format:
```
52
C18H26ClIrNO3PTe | the Open Molecules 2025 dataset | the ωB97M-V functional and the def2-TZVPD basis
Ir 0.3973 0.0884 -0.4364
C -3.4690 -1.2016 0.8136
P -2.7294 -1.3423 -0.8104
C -3.5428 -0.1751 -1.8926
C -3.0329 -2.9845 -1.4275
O -1.2099 -1.1231 -0.7637
H -4.5562 -1.2470 0.7400
H -3.1888 -0.2492 1.2598
H -3.1267 -2.0193 1.4484
H -4.6013 -0.4256 -1.9783
H -3.0895 -0.2203 -2.8833
H -3.4505 0.8366 -1.4955
H -4.1020 -3.2006 -1.4170
H -2.5117 -3.7088 -0.8019
H -2.6608 -3.0649 -2.4490
C -3.1823 5.1597 -1.7503
C -2.3763 3.9586 -1.3741
C -2.5078 3.3367 -0.1341
C -1.7436 2.2311 0.1748
N -0.8570 1.7049 -0.6802
C -0.7171 2.2989 -1.8818
C -1.4486 3.4016 -2.2564
H -3.7261 5.5625 -0.8994
H -3.9040 4.8974 -2.5265
H -2.5397 5.9395 -2.1588
H -3.2000 3.7193 0.6041
H -1.8378 1.7432 1.1328
H 0.0279 1.8781 -2.5480
H -1.2814 3.8354 -3.2333
Cl 8.4574 -0.8981 -2.4523
C 6.8144 -0.7058 -1.9990
C 5.9723 -1.8144 -2.0059
C 4.6531 -1.6606 -1.6346
C 4.1791 -0.3972 -1.2720
C 5.0295 0.7116 -1.2774
C 6.3528 0.5555 -1.6324
C 2.7939 -0.2374 -0.8925
O 2.2170 0.9184 -0.8091
O 2.0152 -1.2147 -0.5822
H 6.3597 -2.7790 -2.3006
H 3.9851 -2.5112 -1.6285
H 4.6519 1.6860 -0.9983
H 7.0329 1.3952 -1.6326
C -0.3134 0.9937 3.1588
Te 1.2397 0.2444 1.9332
C 0.8927 -1.7815 2.4375
H -1.2356 0.4524 2.9631
H -0.4235 2.0634 3.0005
H 0.0096 0.8210 4.1847
H 1.3858 -1.9866 3.3854
H 1.3273 -2.3838 1.6440
H -0.1787 -1.9437 2.5169
```

=====

Computed, not measured: a structure of composition C18H26ClN4O10Zr, with the ωB97M-V functional and the def2-TZVPD basis.

Kohn-Sham gap, eV: 8.916
LUMO energy, eV: 2.277
Charge: -1

The geometry in XYZ format:
```
60
C18H26ClN4O10Zr | the Open Molecules 2025 dataset | the ωB97M-V functional and the def2-TZVPD basis
Zr -0.8283 -0.7836 -0.4125
O 1.2252 -4.1808 -1.7241
C 1.1141 -3.0027 -1.4891
O 0.3111 -2.4743 -0.5904
C 1.9569 -1.9510 -2.1893
N 2.0925 -0.7831 -1.3261
C 2.8882 -1.1373 -0.1568
C 2.5973 -0.3234 1.0907
N 1.1833 -0.2566 1.5017
C 1.0314 0.9163 2.3930
C -0.3704 1.5058 2.5570
N -1.1051 1.6717 1.3181
C -0.8297 2.8976 0.5795
C 0.4817 2.9159 -0.1794
N 0.6727 1.7875 -1.0927
C 2.0960 1.7091 -1.4443
C 2.5413 0.3874 -2.0577
C -0.1365 1.9670 -2.3087
C -0.2716 0.6918 -3.1312
O -0.1343 0.7178 -4.3387
O -0.5195 -0.3763 -2.4297
C -2.5504 1.5421 1.4846
C -3.1959 1.0564 0.1899
O -4.4004 1.0580 0.0622
O -2.3247 0.6724 -0.7076
C 0.8101 -1.4857 2.2425
C -0.6778 -1.4611 2.5597
O -1.1046 -1.7169 3.6617
O -1.4042 -1.0645 1.5392
H 1.4376 -1.6576 -3.1013
H 2.9189 -2.4048 -2.4577
H 3.9653 -1.0357 -0.3703
H 2.7226 -2.1912 0.0640
H 2.9444 0.6967 0.9467
H 3.2045 -0.7348 1.9112
H 1.6980 1.6896 2.0181
H 1.3971 0.6564 3.3972
H -0.2431 2.4673 3.0817
H -0.9584 0.8753 3.2198
H -0.8423 3.7692 1.2553
H -1.6480 3.0442 -0.1245
H 1.3121 2.9165 0.5259
H 0.5462 3.8720 -0.7239
H 2.6698 1.9064 -0.5401
H 2.3539 2.5134 -2.1513
H 3.6399 0.4137 -2.1465
H 2.1550 0.3125 -3.0733
H 0.2840 2.7497 -2.9513
H -1.1476 2.2460 -2.0149
H -3.0299 2.4865 1.7721
H -2.7679 0.8035 2.2522
H 1.3758 -1.5743 3.1755
H 0.9985 -2.3530 1.6092
Cl -4.9367 -4.7815 0.2097
C -4.3374 -3.1494 -0.2061
C -2.8247 -3.0112 -0.1534
O -2.1336 -3.6995 0.5509
O -2.4406 -1.9859 -0.9064
H -4.7495 -2.4506 0.5196
H -4.7126 -2.8886 -1.1897
```

=====

Computed, not measured: a structure of composition C18H26IN2SiTeW, with the ωB97M-V functional and the def2-TZVPD basis.

Kohn-Sham gap (alpha / beta), eV: 6.930 / 7.246
LUMO energy (alpha / beta), eV: -4.204 / -4.068
Charge: +1
Multiplicity: 3
Expectation value of S²: 2.03

The geometry in XYZ format:
```
50
C18H26IN2SiTeW | the Open Molecules 2025 dataset | the ωB97M-V functional and the def2-TZVPD basis
W -0.6028 -1.8234 -0.6277
C 2.0897 -3.6089 -2.5553
C 2.1384 -3.5843 -1.0649
C 3.1738 -4.1340 -0.3159
C 3.1360 -4.0639 1.0683
C 2.0805 -3.4532 1.7408
C 1.0811 -2.9280 0.9528
N 1.1347 -3.0033 -0.4018
N -0.1165 -2.2802 1.2637
Si -0.6638 -0.8406 2.1333
C -2.2945 -0.6320 1.1917
C 0.4640 0.5747 1.7043
C -0.8001 -1.0276 3.9676
H 2.4362 -4.5707 -2.9295
H 2.7392 -2.8341 -2.9675
H 1.0747 -3.4369 -2.9127
H 3.9953 -4.6211 -0.8203
H 3.9468 -4.5012 1.6360
H 2.0295 -3.4014 2.8179
H -2.2628 -0.5919 0.0650
H -2.7176 0.3574 1.3854
H -3.0281 -1.4091 1.4075
H 0.9357 0.4628 0.7249
H 1.2817 0.6753 2.4220
H -0.0723 1.5266 1.6688
H -1.4394 -1.8630 4.2548
H -1.1992 -0.1208 4.4244
H 0.1942 -1.1960 4.3854
I -2.3105 -3.5463 -1.5708
C -1.5129 5.3600 0.1994
C -1.1458 4.0556 -0.4483
C -2.1081 3.2563 -1.0529
C -1.7861 2.0537 -1.6741
C -2.8884 1.2953 -2.3635
C -0.4449 1.6329 -1.6593
Te 0.0570 -0.2173 -2.5891
C 0.5501 2.4303 -1.0818
C 2.0163 2.0922 -1.0678
C 0.1720 3.6277 -0.4833
H -2.5894 5.5202 0.1844
H -1.0407 6.1942 -0.3212
H -1.1784 5.3937 1.2370
H -3.1405 3.5865 -1.0621
H -3.8321 1.8269 -2.2600
H -3.0250 0.2866 -1.9678
H -2.6875 1.1749 -3.4301
H 2.2313 1.0898 -1.4308
H 2.4150 2.1758 -0.0562
H 2.5732 2.7947 -1.6895
H 0.9410 4.2449 -0.0310
```

=====

These records have total energy values of -139898.760 -58651.804 -59336.275 -47161.334 eV, in the order they appear.
These records have relative energy (zero: lowest compared OMol25 entry of this formula, charge and spin) values of 0.00 1.29 0.00 14.74 kcal/mol, in the order they appear.
These records have largest force on an atom values of 4.21 0.47 1.07 1.24 eV/Å, in the order they appear.